Run P
This record from the OMol25 dataset describes 2 unconnected molecules or ions with the total composition C6H14O. The level of theory is ωB97M-V with the def2-TZVPD basis set.

Net charge: 0
Highest occupied orbital energy (eV): -9.3
Structure (SMILES): C=C(CC)CC.O

Last column: Löwdin charge in e.
Positions of all 21 atoms, in Å:
C (1.076, -0.424, 2.745)  -0.10
C (1.304, -0.115, 1.251)  -0.24
C (0.361, -0.784, 0.299)  -0.34
C (-0.291, -1.894, 0.606)  0.05
C (0.293, -0.129, -1.056)  -0.23
C (-0.562, -0.847, -2.100)  -0.12
H (0.019, -0.271, 2.956)  0.07
H (1.544, 0.339, 3.355)  0.07
H (1.323, -1.465, 2.899)  0.07
H (1.346, 0.974, 1.101)  0.11
H (2.343, -0.357, 0.982)  0.12
H (-0.245, -2.407, 1.556)  0.06
H (-0.891, -2.395, -0.137)  0.05
H (1.332, -0.117, -1.402)  0.12
H (-0.026, 0.906, -0.939)  0.11
H (-0.222, -1.876, -2.198)  0.07
H (-0.490, -0.352, -3.066)  0.07
H (-1.597, -0.881, -1.760)  0.07
H (-2.250, 3.263, -1.919)  0.02
H (-2.043, 4.805, -1.829)  0.03
O (-2.325, 4.025, -1.343)  -0.06

Run Q
This record from the OMol25 dataset describes C6H14O in the gas phase. The level of theory is ωB97M-V with the def2-TZVPD basis set.

Net charge: 0
Highest occupied orbital energy (eV): -10.2
Structure (SMILES): CC(C)C[C@@H](C)O

Last column: Löwdin charge in e.
Positions of all 21 atoms, in Å:
C (-1.533, -0.745, -1.080)  -0.08
C (-1.083, -0.326, 0.323)  -0.43
C (-2.201, 0.447, 1.025)  -0.09
C (0.200, 0.519, 0.323)  -0.15
C (1.420, -0.153, -0.287)  -0.48
C (2.736, 0.554, -0.042)  -0.05
O (1.511, -1.525, 0.080)  -0.03
H (-2.489, -1.280, -1.035)  0.08
H (-0.814, -1.414, -1.568)  0.07
H (-1.675, 0.131, -1.727)  0.09
H (-0.873, -1.240, 0.895)  0.13
H (-3.124, -0.141, 1.071)  0.08
H (-2.426, 1.378, 0.488)  0.08
H (-1.918, 0.713, 2.050)  0.08
H (0.415, 0.833, 1.353)  0.12
H (0.049, 1.431, -0.272)  0.13
H (1.273, -0.171, -1.382)  0.14
H (2.966, 0.670, 1.022)  0.08
H (2.687, 1.540, -0.511)  0.08
H (3.544, -0.024, -0.505)  0.08
H (1.405, -1.842, -0.815)  0.08

Tell me which of them is the most stable. Sure, it is run Q.